--- P ---
Here is a single C5H12O2 molecule from the Open Molecules 2025 dataset. Energies are from ωB97M-V with the def2-TZVPD basis set.

Output
HOMO-LUMO gap   10.83 eV
Molecular weight   104.15 g/mol
SMILES string   CC[C@@H](O)CCO

Element x y z (Å)
C1 -1.501 -1.097 -1.971
C2 -0.109 -0.732 -1.470
C3 -0.204 -0.075 -0.096
O1 -1.001 -0.975 0.724
C4 1.123 0.046 0.658
C5 1.337 1.328 1.446
O2 0.168 1.515 2.235
H1 -1.472 -1.597 -2.943
H2 -1.981 -1.755 -1.243
H3 -2.123 -0.198 -2.066
H4 0.402 -0.065 -2.181
H5 0.515 -1.633 -1.387
H6 -0.730 0.888 -0.169
H7 -1.266 -0.498 1.523
H8 2.020 -0.231 0.084
H9 0.866 -0.766 1.353
H10 1.511 2.211 0.805
H11 2.228 1.212 2.085
H12 0.211 2.384 2.650

=====

--- Q ---
Here is 3 unconnected molecules or ions with the total composition C5H12O2 from the Open Molecules 2025 dataset. Energies are from ωB97M-V with the def2-TZVPD basis set.

Output
HOMO-LUMO gap   9.68 eV
Molecular weight   104.15 g/mol
SMILES string   C=C/C=C/C.O.O

Element x y z (Å)
C1 2.324 0.638 1.015
C2 0.903 0.596 0.670
C3 0.483 0.887 -0.594
C4 -0.814 0.618 -1.213
C5 -1.991 1.179 -1.083
H1 2.629 0.203 1.965
H2 2.742 1.663 1.221
H3 3.034 0.216 0.273
H4 0.231 0.398 1.531
H5 1.229 1.045 -1.409
H6 -0.575 -0.153 -1.987
H7 -2.912 0.991 -1.659
H8 -2.220 2.004 -0.392
H9 -2.513 -0.732 0.883
H10 -1.202 -0.943 1.697
O1 -2.190 -0.740 1.813
H11 -0.014 -2.341 -1.589
H12 0.224 -2.846 -0.147
O2 0.634 -2.684 -0.995

=====

--- R ---
Here is a single C5H12O2 molecule from the Open Molecules 2025 dataset. Energies are from ωB97M-V with the def2-TZVPD basis set.

Output
HOMO-LUMO gap   10.51 eV
Molecular weight   104.15 g/mol
SMILES string   CC[C@@H](O)[C@@H](C)O

Element x y z (Å)
C1 1.373 -1.985 1.282
C2 1.192 -0.847 0.269
C3 -0.290 -0.620 -0.172
O1 -1.126 -0.551 0.962
C4 -0.427 0.736 -0.995
C5 -1.735 1.746 -0.984
O2 0.330 1.662 -0.207
H1 0.772 -1.811 2.179
H2 1.078 -2.957 0.871
H3 2.422 -2.067 1.597
H4 1.558 0.082 0.713
H5 1.825 -1.041 -0.610
H6 -0.597 -1.529 -0.719
H7 -0.849 0.263 1.406
H8 0.137 0.510 -1.941
H9 -1.597 2.782 -0.538
H10 -2.105 1.942 -1.984
H11 -2.473 1.297 -0.325
H12 0.513 2.389 -0.801

=====

--- S ---
Here is a single C5H12O2 molecule from the Open Molecules 2025 dataset. Energies are from ωB97M-V with the def2-TZVPD basis set.

Output
HOMO-LUMO gap   10.57 eV
Molecular weight   104.15 g/mol
SMILES string   C[C@H](O)[C@@H](C)CO

Element x y z (Å)
C1 -0.899 0.266 0.123
C2 0.608 0.390 -0.187
C3 0.954 0.198 -1.682
C4 -1.242 0.478 1.593
C5 1.469 -0.538 0.687
O1 -1.360 -1.029 -0.279
O2 -0.174 -0.081 -2.499
H1 -2.312 -1.074 -0.064
H2 -0.649 -0.815 -2.054
H3 -1.446 1.008 -0.472
H4 0.914 1.414 0.070
H5 1.405 1.119 -2.067
H6 1.684 -0.601 -1.845
H7 -2.330 0.505 1.723
H8 -0.828 1.418 1.969
H9 -0.882 -0.348 2.215
H10 1.734 -0.032 1.622
H11 0.945 -1.463 0.948
H12 2.410 -0.815 0.199

=====

Relative energy of each structure, in kJ/mol: P 16.1; Q 167.5; R 118.2; S 0.0.